1.
{
  "formula": "C11H20N2O5",
  "method": "ωB97M-V/def2-TZVPD",
  "elements": ["C", "C", "C", "C", "C", "C", "C", "C", "C", "C", "C", "H", "H", "H", "H", "H", "H", "H", "H", "H", "H", "H", "H", "H", "H", "H", "H", "H", "H", "H", "H", "N", "N", "O", "O", "O", "O", "O"],
  "coordinates": [[0.700023, 2.003709, -0.027278], [0.373640, 0.580386, 0.435825], [-0.359569, 3.080744, 0.508396], [-0.018742, 4.518761, 0.203607], [-1.887411, 2.407311, 0.092839], [-3.076079, 3.219743, 0.592100], [0.588585, -1.863181, -0.238596], [-0.712547, -1.785809, -1.128239], [0.477563, -2.786180, 0.844205], [1.666354, -3.674446, 1.084785], [1.608238, -4.789945, -0.051166], [1.094990, 3.048789, -1.778582], [0.328021, 1.478676, -1.987778], [1.695002, 2.094019, 0.414904], [-0.432329, 2.736173, 1.614087], [0.599243, 4.690281, -0.812895], [-0.898330, 5.269798, 0.454674], [0.628087, 4.759172, 1.047208], [-1.951894, 1.862805, -1.455208], [-1.755779, 1.098400, 0.863157], [-4.015626, 2.359386, 0.307483], [-3.212573, 4.452065, -0.144732], [-3.191407, 3.367074, 1.839161], [2.024926, -0.124092, -0.608277], [1.273403, -2.044275, -1.128454], [0.087024, -2.161431, 1.849237], [-0.535597, -3.386043, 0.559028], [1.374782, -4.351281, 2.020327], [2.620033, -3.074047, 1.075416], [2.092100, -6.555405, -0.721421], [0.037601, -3.690833, -1.379737], [0.940581, 2.092353, -1.337555], [1.259136, -0.467603, 0.057549], [-0.541916, 0.175072, 1.231395], [-1.352292, -0.762711, -1.470959], [0.700848, -4.937736, -0.922667], [2.496194, -5.806495, -0.054380], [-0.724286, -3.033203, -1.847462]],
  "forces_ev_per_a": [[-1.4991, 0.8798, 4.0276], [-1.2027, -3.6439, 2.0376], [-2.4748, -4.4748, 0.4227], [-0.0007, 1.2493, 0.2306], [2.3544, -2.8035, 0.0500], [-2.9111, -0.1057, -1.0731], [1.5512, 5.0462, -3.9379], [-0.2069, 1.2633, -3.3127], [-4.1884, -0.5747, 3.5986], [-0.9465, -2.5395, -0.0208], [-1.1298, -1.7466, -2.0127], [-0.4586, -1.9818, 1.1669], [1.1441, 1.7825, 1.5926], [0.1016, 0.6501, 1.1030], [0.2349, 1.6276, -1.2828], [-1.9033, -0.1300, 2.2768], [1.5100, -1.6115, -1.3841], [0.6937, 0.3952, -0.2908], [0.0132, 1.8739, 4.1923], [-0.6391, 4.1201, -2.5113], [2.2350, 3.2719, 0.7584], [0.1251, -3.8493, 2.5784], [0.7402, -0.1447, -3.6550], [-1.7661, -1.0224, 0.9717], [-0.4034, -1.0762, 1.3491], [1.4238, -1.6407, -2.6663], [2.5935, 0.7477, 1.1285], [1.4721, 1.6159, -1.5635], [-0.8084, -1.1329, 0.4383], [1.3574, 2.8686, 2.1402], [-2.5632, 1.2263, -1.4267], [0.0397, -0.7025, -7.9079], [-0.7390, 1.2907, -0.9875], [2.4993, 1.5482, -1.8372], [2.1466, -4.1937, 1.4939], [1.9159, 1.3685, 2.3130], [-1.2387, -1.2454, -0.8977], [0.9280, 1.7940, 2.8979]],
  "nbo_charge": [-0.151, 0.764, -0.267, -0.645, -0.452, -0.693, -0.169, 0.789, -0.481, -0.508, 0.825, 0.389, 0.398, 0.203, 0.217, 0.202, 0.240, 0.219, 0.154, 0.339, 0.236, 0.178, 0.231, 0.403, 0.241, 0.295, 0.260, 0.270, 0.268, 0.521, 0.501, -0.871, -0.653, -0.649, -0.564, -0.644, -0.662, -0.736],
  "e_above_lowest_kcal_mol": 268.7,
  "total_energy_ev": -24939.2641,
  "charge": 0
}

2.
{
  "formula": "C2H3OS3",
  "method": "ωB97M-V/def2-TZVPD",
  "elements": ["C", "C", "O", "S", "S", "S", "H", "H", "H"],
  "coordinates": [[0.246681, 0.005016, -0.262298], [-1.146468, 0.001161, 0.210581], [0.831201, -1.218197, -0.464142], [1.249542, 0.966093, 0.922999], [-1.828388, 1.540967, -0.077752], [-1.880354, -1.344097, 0.851442], [0.223099, 0.716728, -1.112256], [2.106864, 1.126310, -0.155145], [0.197819, -1.793979, 0.086572]],
  "forces_ev_per_a": [[0.7681, 0.8700, -0.4948], [-1.9940, 1.6783, -0.1401], [-1.1578, -1.3578, 0.4126], [1.3678, 0.5016, -0.7159], [-0.5781, -0.6480, 0.3633], [0.4356, -0.3322, 0.0827], [0.3435, -1.0795, -0.0322], [-0.1201, 0.1370, 1.3344], [0.9350, 0.2305, -0.8102]],
  "nbo_charge": [-0.113, -0.328, -0.741, -0.078, -0.305, -0.238, 0.215, 0.110, 0.478],
  "e_above_lowest_kcal_mol": 3.6,
  "total_energy_ev": -36676.9812,
  "charge": -1,
  "smiles": "O[C@H](S)C(=S)[S-]"
}

3.
{
  "formula": "C6H11N3O",
  "method": "ωB97M-V/def2-TZVPD",
  "elements": ["C", "C", "C", "C", "N", "N", "H", "H", "H", "H", "H", "H", "C", "C", "O", "N", "H", "H", "H", "H", "H"],
  "coordinates": [[-0.775757, 2.345850, -2.249223], [0.484416, 1.716713, -1.680620], [2.275944, 0.381967, -1.425430], [0.797916, 1.618438, -0.335225], [1.468048, 0.956950, -2.349566], [1.959314, 0.887589, -0.193838], [3.100961, -0.341683, -1.779760], [-1.509439, 1.482104, -2.504737], [-0.578327, 3.050802, -3.140933], [2.496800, 0.662059, 0.578761], [0.341615, 2.079263, 0.509111], [-1.305357, 2.830464, -1.429197], [-1.100406, -2.461895, 2.692373], [-0.574295, -1.461816, 1.716261], [-0.056398, -0.441442, 2.230178], [-0.852165, -1.815426, 0.381851], [-0.595708, -1.257891, -0.406366], [-1.716313, -2.308532, 0.297867], [-0.848729, -1.995387, 3.735630], [-0.859779, -3.517070, 2.610898], [-2.152350, -2.411050, 2.741962]],
  "forces_ev_per_a": [[-0.1624, -1.2008, -1.0350], [1.7145, -1.3280, 1.1606], [-0.6973, 1.5476, -2.5432], [0.3074, 0.7032, -0.4150], [-0.3615, -0.9844, 0.5502], [-0.8315, -0.8983, -2.5355], [-1.3492, 1.5050, 1.2926], [1.2732, 1.4719, -0.2316], [-0.4830, -1.2468, 1.4617], [0.4622, -0.2492, 2.0294], [-0.2002, 0.1006, 0.4335], [0.2340, 0.4867, -0.1425], [0.7018, 0.8712, 2.9275], [0.2615, 1.4965, 0.7693], [-0.5789, -2.0080, -2.7146], [0.8108, 0.7269, 1.7404], [0.1613, 0.6460, -0.0768], [-0.1393, -0.4313, -0.2099], [-0.0022, -1.3457, -1.8380], [0.4751, 0.0941, -0.2038], [-1.5962, 0.0427, -0.4194]],
  "nbo_charge": [-0.637, 0.079, 0.134, -0.105, -0.484, -0.515, 0.219, 0.216, 0.233, 0.418, 0.221, 0.220, -0.737, 0.679, -0.610, -0.835, 0.407, 0.389, 0.248, 0.233, 0.227],
  "e_above_lowest_kcal_mol": 33.7,
  "total_energy_ev": -12917.5838,
  "charge": 0,
  "smiles": "Cc1c[nH]cn1.CC(N)=O"
}

Repeat the third record exactly.
{
  "formula": "C6H11N3O",
  "method": "ωB97M-V/def2-TZVPD",
  "elements": ["C", "C", "C", "C", "N", "N", "H", "H", "H", "H", "H", "H", "C", "C", "O", "N", "H", "H", "H", "H", "H"],
  "coordinates": [[-0.775757, 2.345850, -2.249223], [0.484416, 1.716713, -1.680620], [2.275944, 0.381967, -1.425430], [0.797916, 1.618438, -0.335225], [1.468048, 0.956950, -2.349566], [1.959314, 0.887589, -0.193838], [3.100961, -0.341683, -1.779760], [-1.509439, 1.482104, -2.504737], [-0.578327, 3.050802, -3.140933], [2.496800, 0.662059, 0.578761], [0.341615, 2.079263, 0.509111], [-1.305357, 2.830464, -1.429197], [-1.100406, -2.461895, 2.692373], [-0.574295, -1.461816, 1.716261], [-0.056398, -0.441442, 2.230178], [-0.852165, -1.815426, 0.381851], [-0.595708, -1.257891, -0.406366], [-1.716313, -2.308532, 0.297867], [-0.848729, -1.995387, 3.735630], [-0.859779, -3.517070, 2.610898], [-2.152350, -2.411050, 2.741962]],
  "forces_ev_per_a": [[-0.1624, -1.2008, -1.0350], [1.7145, -1.3280, 1.1606], [-0.6973, 1.5476, -2.5432], [0.3074, 0.7032, -0.4150], [-0.3615, -0.9844, 0.5502], [-0.8315, -0.8983, -2.5355], [-1.3492, 1.5050, 1.2926], [1.2732, 1.4719, -0.2316], [-0.4830, -1.2468, 1.4617], [0.4622, -0.2492, 2.0294], [-0.2002, 0.1006, 0.4335], [0.2340, 0.4867, -0.1425], [0.7018, 0.8712, 2.9275], [0.2615, 1.4965, 0.7693], [-0.5789, -2.0080, -2.7146], [0.8108, 0.7269, 1.7404], [0.1613, 0.6460, -0.0768], [-0.1393, -0.4313, -0.2099], [-0.0022, -1.3457, -1.8380], [0.4751, 0.0941, -0.2038], [-1.5962, 0.0427, -0.4194]],
  "nbo_charge": [-0.637, 0.079, 0.134, -0.105, -0.484, -0.515, 0.219, 0.216, 0.233, 0.418, 0.221, 0.220, -0.737, 0.679, -0.610, -0.835, 0.407, 0.389, 0.248, 0.233, 0.227],
  "e_above_lowest_kcal_mol": 33.7,
  "total_energy_ev": -12917.5838,
  "charge": 0,
  "smiles": "Cc1c[nH]cn1.CC(N)=O"
}

Among the records above, which one has the lowest charge? C2H3OS3

What is the charge in the first record? 0